[1]
A molecular structure, C5H7NO. Source: OMol25; level of theory: the ωB97M-V functional and the def2-TZVPD basis.

```
14
Properties=species:S:1:pos:R:3:forces:R:3
N 2.455 -0.179 -0.550 -0.136 -0.209 0.095
C 1.184 -0.205 -0.018 -0.084 0.038 -0.327
O 0.604 -1.345 0.279 0.078 -0.044 0.127
C -0.568 -0.877 -0.579 -0.265 -0.163 0.011
C -1.680 -0.493 0.399 -0.116 -0.063 -0.026
C -1.016 0.854 0.683 -0.023 0.118 0.105
C 0.126 0.669 -0.353 0.132 0.239 -0.082
H 2.901 -1.086 -0.458 -0.061 0.045 -0.027
H 2.390 0.058 -1.538 0.271 0.270 0.106
H -1.815 -1.174 1.243 0.038 0.077 -0.080
H -2.617 -0.398 -0.157 0.068 -0.026 0.166
H -0.648 0.991 1.703 -0.031 0.023 -0.177
H -1.630 1.716 0.413 0.108 -0.142 0.059
H 0.315 1.468 -1.067 0.018 -0.162 0.051
```
Forces are in eV/Å.

Properties
Calculated total energy = -8831.5067 eV
Relative energy (zero: lowest compared OMol25 entry of this formula, charge and spin) = 4.6961 eV
Kohn-Sham gap = 8.17 eV

And the Löwdin charges, in e, turn out to be: 0.155 -0.440 0.011 -0.046 -0.192 -0.141 -0.121 0.104 0.108 0.108 0.102 0.111 0.108 0.133

[2]
A single C5H7NO molecule in a non-equilibrium geometry. Source: OMol25; level of theory: the ωB97M-V functional and the def2-TZVPD basis.

```
14
Properties=species:S:1:pos:R:3:forces:R:3
C 0.540 -0.222 1.763 0.033 0.026 0.053
C -0.073 -0.444 0.373 -0.028 -0.020 0.022
C -0.042 0.828 -0.494 0.038 0.046 0.050
C -0.978 0.738 -1.684 -0.207 -0.188 -0.014
O -2.105 0.320 -1.598 0.278 0.075 0.043
C 0.655 -1.509 -0.339 0.542 -0.749 -0.521
N 1.271 -2.303 -0.914 -0.661 0.801 0.607
H 0.531 -1.144 2.352 -0.005 0.138 -0.140
H -0.033 0.537 2.305 0.071 -0.105 -0.113
H 1.577 0.119 1.679 -0.148 -0.050 0.009
H -1.119 -0.761 0.473 0.173 0.033 -0.028
H -0.384 1.676 0.114 0.050 -0.087 -0.068
H 0.978 1.042 -0.831 -0.141 0.000 0.084
H -0.583 1.075 -2.659 0.004 0.080 0.017
```
Forces are in eV/Å.

Properties
SMILES = C[C@H](C#N)CC=O
Calculated total energy = -8835.4152 eV
Relative energy (zero: lowest compared OMol25 entry of this formula, charge and spin) = 0.7876 eV
Kohn-Sham gap = 11.08 eV

And the Löwdin charges, in e, turn out to be: -0.061 -0.362 -0.131 -0.249 0.063 -0.199 0.158 0.086 0.084 0.089 0.143 0.131 0.124 0.124

[3]
A molecular structure, C5H7NO in a non-equilibrium geometry. Source: OMol25; level of theory: the ωB97M-V functional and the def2-TZVPD basis.

```
14
Properties=species:S:1:pos:R:3:forces:R:3
O 2.779 0.132 -0.399 -0.449 0.050 -0.017
C 1.699 0.546 -0.743 -0.129 -0.217 0.019
C 0.377 0.087 -0.165 0.080 -0.067 -0.055
C -0.923 -0.512 -0.819 0.384 -0.271 -0.773
N -1.340 -0.367 0.598 -0.379 -0.372 0.654
C -0.688 0.960 0.569 -0.203 0.416 0.250
C 0.071 -0.937 0.912 0.048 -0.217 0.636
H 1.623 1.336 -1.525 -0.022 -0.106 0.110
H -1.263 0.110 -1.656 -0.894 -0.055 0.549
H -1.146 -1.567 -0.910 1.091 -0.460 -1.447
H -1.318 1.616 -0.033 0.375 0.457 0.134
H -0.523 1.298 1.594 0.465 0.463 -0.280
H 0.351 -0.707 1.934 0.162 0.033 0.144
H 0.300 -1.987 0.666 -0.528 0.345 0.076
```
Forces are in eV/Å.

Properties
Calculated total energy = -8832.0063 eV
Relative energy (zero: lowest compared OMol25 entry of this formula, charge and spin) = 4.1966 eV
Kohn-Sham gap = 9.89 eV

And the Löwdin charges, in e, turn out to be: 0.066 -0.183 -0.291 -0.128 -0.052 -0.128 -0.095 0.126 0.116 0.109 0.113 0.116 0.110 0.122

- Which value of Kohn-Sham gap does entry 3 give?
  9.89 eV

- What is the formula in the first record?
  C5H7NO

- Which formula does entry 1 have?
  C5H7NO